C5H12N4 | the ωB97M-V functional and the def2-TZVPD basis

Each line ends with the natural charge from an NBO analysis.
Element x y z (Å)
H: -0.130 -0.047 1.931  0.39
N: 1.042 0.063 1.902  -0.64
C: 1.495 0.128 0.749  0.22
C: 2.871 0.600 0.397  -0.67
C: 0.650 -0.304 -0.567  0.39
N: 0.279 -1.617 -0.532  -0.83
N: 0.545 0.357 -1.652  -0.76
H: 0.842 1.325 -1.561  0.34
H: 3.409 0.861 1.304  0.23
H: 2.817 1.470 -0.258  0.22
H: 3.400 -0.179 -0.150  0.22
H: 0.388 -2.122 0.331  0.40
H: -0.141 -2.008 -1.361  0.40
H: -2.032 -0.958 1.491  0.35
N: -1.620 -0.025 1.478  -0.66
C: -1.756 0.592 0.366  0.20
C: -2.537 0.141 -0.819  -0.71
H: -1.337 1.593 0.330  0.18
H: -2.809 -0.911 -0.746  0.21
H: -3.439 0.746 -0.917  0.24
H: -1.938 0.296 -1.715  0.26

Output
Molecular weight, g mol⁻¹: 128.18
Energy, hartree: -416.68539
Energy relative to the best compared isomer or geometry (same formula, charge and spin), eV: 1.6342
HOMO level, eV: -8.35
SMILES: [H]/N=C(C)\C(N)=N/[H].[H]/N=C\C

C26H25F9IrNO2 | the ωB97M-V functional and the def2-TZVPD basis

Each line ends with the Löwdin spin population.
Element x y z (Å)
C: 1.588 -0.262 1.170  0.09
C: 2.293 -0.721 0.035  0.07
C: 2.216 0.338 -0.976  0.02
H: 2.791 -1.672 -0.126  0.01
C: 1.552 1.457 -0.319  0.10
C: 1.159 1.042 0.957  0.12
H: 1.530 2.464 -0.683  0.01
C: -1.624 -1.903 2.266  0.20
C: -0.822 -3.033 1.738  0.12
C: -0.782 -2.854 0.358  0.28
H: -0.471 -3.911 2.329  0.00
C: -1.330 -1.569 -0.023  0.12
C: -2.023 -1.100 1.206  0.40
H: 2.797 0.396 -1.883  0.00
H: 0.558 1.602 1.630  0.00
H: 1.463 -0.759 2.106  0.00
H: -2.569 -0.161 1.247  0.01
H: -0.205 -3.412 -0.373  0.01
H: -1.821 -1.706 3.327  0.00
Ir: 0.358 -0.363 -0.882  1.32
C: -2.071 -1.370 -1.317  0.02
C: -3.526 -1.721 -1.363  0.01
C: -1.343 -2.352 -2.231  0.04
H: -3.715 -2.758 -1.126  0.00
H: -3.899 -1.549 -2.369  0.00
H: -4.143 -1.133 -0.707  0.00
H: -1.532 -3.339 -1.806  0.00
H: -0.245 -2.231 -2.126  0.01
H: -1.690 -2.371 -3.261  0.00
C: -1.882 0.158 -1.450  0.13
C: -1.153 0.457 -2.701  0.44
H: -1.441 0.915 -0.617  0.06
H: -2.840 0.679 -1.249  0.03
O: -0.120 -0.346 -2.906  0.15
N: -1.375 1.703 -3.187  0.08
C: -0.299 2.708 -2.919  0.03
H: -2.048 1.907 -3.943  0.02
C: 0.960 2.209 -3.623  0.00
C: 2.173 2.835 -3.352  0.00
H: 2.158 3.785 -2.811  0.00
C: 3.392 2.220 -3.686  0.00
H: 4.340 2.705 -3.420  0.00
C: 3.397 0.956 -4.296  0.00
H: 4.328 0.435 -4.519  0.00
C: 2.193 0.383 -4.704  0.00
H: 2.113 -0.594 -5.197  0.00
C: 1.005 1.059 -4.429  0.00
H: 0.094 0.643 -4.843  0.00
H: -0.078 2.844 -1.831  0.00
H: -0.600 3.675 -3.343  0.00
F: -0.176 -2.239 5.254  0.00
C: 0.657 -1.180 5.399  0.00
F: 0.902 -0.981 6.724  0.00
F: 1.835 -1.496 4.800  0.00
C: 0.023 0.174 4.699  0.00
O: -0.210 0.033 3.464  0.05
C: -1.447 0.557 5.378  0.00
F: -1.387 0.782 6.719  0.00
F: -1.940 1.667 4.776  0.00
F: -2.341 -0.445 5.160  0.00
C: 1.083 1.408 4.925  0.00
F: 1.258 1.723 6.241  0.00
F: 2.296 1.093 4.400  0.00
F: 0.636 2.519 4.286  0.00

Output
Molecular weight, g mol⁻¹: 746.69
Energy, hartree: -2213.72637
<S²>: 6.03
HOMO level (spin up / spin down), eV: -6.45 / -8.33
Multiplicity: 5

C2H3NO2 | the ωB97M-V functional and the def2-TZVPD basis

Each line ends with the natural charge from an NBO analysis.
Element x y z (Å)
O: 2.237 0.461 -0.241  -0.53
C: 1.059 0.257 -0.014  0.65
N: 0.205 -0.695 0.507  -0.66
C: -0.411 0.083 -0.483  0.16
O: -1.431 0.895 0.097  -0.71
H: 0.276 -1.701 0.604  0.40
H: -0.679 -0.215 -1.535  0.20
H: -1.256 0.915 1.065  0.48

Output
Molecular weight, g mol⁻¹: 73.05
Energy, hartree: -283.16775
Energy relative to the best compared isomer or geometry (same formula, charge and spin), eV: 2.4559
HOMO level, eV: -9.50
SMILES: O=C1N[C@H]1O

C33H33ClF10N6OV | the ωB97M-V functional and the def2-TZVPD basis

Each line ends with the Löwdin spin population.
Element x y z (Å)
V: -1.260 2.045 1.000  2.68
C: -0.206 1.131 3.713  0.01
N: -1.470 1.285 2.961  0.02
C: -2.079 -0.065 2.759  0.01
C: -3.178 -0.052 1.695  0.01
N: -2.701 0.786 0.600  0.02
C: -3.377 0.930 -0.568  0.01
C: -2.824 1.764 -1.556  0.01
F: -1.645 2.413 -1.258  0.02
C: -3.356 1.969 -2.806  0.00
F: -2.739 2.768 -3.676  0.00
C: -4.530 1.342 -3.156  0.01
F: -5.071 1.521 -4.368  0.00
C: -5.132 0.527 -2.222  0.00
F: -6.278 -0.084 -2.532  0.00
C: -4.582 0.334 -0.970  0.01
F: -5.260 -0.465 -0.118  0.00
C: -2.372 2.230 3.707  0.01
C: -3.252 3.089 2.788  0.01
N: -2.424 3.500 1.653  0.02
C: -2.391 4.771 1.159  0.01
C: -3.329 5.800 1.280  0.00
F: -4.475 5.584 1.954  0.00
C: -3.153 7.044 0.704  0.00
F: -4.100 7.972 0.852  0.00
C: -2.033 7.341 -0.043  0.01
F: -1.879 8.544 -0.607  0.00
C: -1.080 6.359 -0.196  0.00
F: 0.034 6.608 -0.890  0.00
C: -1.275 5.132 0.389  0.01
F: -0.266 4.202 0.264  0.02
H: -0.386 0.776 4.734  0.00
H: 0.441 0.420 3.205  0.00
H: 0.304 2.092 3.767  0.00
H: -1.279 -0.727 2.426  0.00
H: -2.470 -0.450 3.706  0.00
H: -3.367 -1.081 1.376  0.00
H: -4.117 0.309 2.129  0.00
H: -2.968 1.674 4.439  0.00
H: -1.721 2.909 4.254  0.00
H: -4.133 2.530 2.459  0.00
H: -3.614 3.933 3.375  0.00
C: 3.392 -4.225 1.718  0.00
C: 2.598 -3.096 1.045  0.00
C: 2.149 -2.146 2.164  0.00
C: 1.335 -3.696 0.411  0.00
C: 3.486 -2.334 -0.006  0.00
O: 4.341 -1.411 0.672  0.00
C: 4.423 -3.226 -0.857  0.00
C: 3.905 -4.298 -1.835  0.00
C: 3.148 -3.785 -3.042  0.00
C: 3.741 -2.876 -3.916  0.00
C: 3.054 -2.368 -5.008  0.00
C: 1.750 -2.780 -5.240  0.00
Cl: 0.878 -2.139 -6.598  0.00
C: 1.143 -3.703 -4.408  0.00
C: 1.849 -4.200 -3.317  0.00
C: 2.692 -1.456 -0.974  0.00
N: 1.964 -0.336 -0.376  0.01
C: 0.663 -0.266 -0.110  0.03
N: 0.373 0.905 0.416  0.03
C: 1.592 1.543 0.435  0.02
N: 2.583 0.828 -0.042  0.00
H: 2.802 -4.636 2.540  0.00
H: 4.333 -3.865 2.149  0.00
H: 3.621 -5.046 1.036  0.00
H: 1.553 -2.713 2.885  0.00
H: 1.528 -1.326 1.794  0.00
H: 2.997 -1.706 2.686  0.00
H: 0.838 -4.345 1.136  0.00
H: 1.548 -4.295 -0.474  0.00
H: 0.615 -2.924 0.125  0.00
H: 5.035 -1.907 1.119  0.00
H: 5.092 -3.728 -0.156  0.00
H: 5.052 -2.525 -1.411  0.00
H: 3.304 -5.047 -1.319  0.00
H: 4.791 -4.829 -2.192  0.00
H: 4.763 -2.552 -3.743  0.00
H: 3.523 -1.659 -5.680  0.00
H: 0.131 -4.031 -4.612  0.00
H: 1.372 -4.933 -2.675  0.00
H: 1.966 -2.051 -1.520  0.00
H: 3.388 -1.028 -1.688  0.00
H: -0.047 -1.056 -0.312  0.00
H: 1.728 2.554 0.794  0.00

Output
Molecular weight, g mol⁻¹: 806.05
Energy, hartree: -4083.88522
<S²>: 3.76
HOMO level (spin up / spin down), eV: -5.79 / -7.06
Multiplicity: 4

- Which of these has the lowest molecular weight?
  C2H3NO2